1.
Computed, not measured: 3 unconnected molecules or ions with the total composition C8H18O2 in a non-equilibrium geometry, with ωB97M-V/def2-TZVPD.

The geometry in XYZ format:
```
28
Properties=species:S:1:pos:R:3:lowdin_charge:R:1
C -0.0508 -1.1700 3.2828 0.010
C -0.0864 -1.5342 2.0119 -0.187
C 0.2243 -0.6097 0.8756 -0.178
C -1.0749 0.0098 0.2823 -0.310
C -2.2485 -0.6080 0.3256 0.041
C -0.9965 1.4639 -0.0801 -0.188
C -0.2492 1.6445 -1.4199 -0.261
C 0.0250 3.1002 -1.7152 -0.121
H -0.2177 -1.8961 4.0648 0.051
H 0.2225 -0.1573 3.5541 0.062
H -0.3006 -2.5515 1.7081 0.103
H 0.7950 0.2617 1.1880 0.110
H 0.6896 -1.0946 0.0188 0.068
H -3.1950 -0.1192 0.0855 0.062
H -2.4247 -1.6645 0.4873 0.059
H -0.4244 2.0238 0.6612 0.117
H -1.9885 1.8879 -0.2343 0.113
H -0.8007 1.1414 -2.2153 0.110
H 0.7015 1.1363 -1.2972 0.097
H -0.8246 3.7784 -1.6854 0.073
H 0.8449 3.4893 -1.1123 0.074
H 0.4332 3.1954 -2.7254 0.068
O 0.7449 -2.3372 -2.0020 -0.053
H 0.1101 -1.7699 -2.4580 0.042
H 0.5744 -3.2514 -2.2436 0.041
O 3.2858 -1.4085 0.5768 -0.052
H 2.7733 -0.7904 0.0473 0.012
H 3.4581 -2.1704 0.0187 0.035
```

Output
- Kohn-Sham gap (eV) = 9.53
- HOMO (eV) = -9.02
- ΔE to the lowest compared entry with this formula, charge and spin (eV) = 2.303
- net charge = 0
- LUMO level (eV) = 0.5



2.
Computed, not measured: 6 unconnected molecules or ions with the total composition CH13O5S in a non-equilibrium geometry, with ωB97M-V/def2-TZVPD.

The geometry in XYZ format:
```
20
Properties=species:S:1:pos:R:3:lowdin_charge:R:1
C -1.3377 -1.4507 -1.2653 -0.580
S -0.4382 -1.6847 0.3357 0.313
H -0.8683 -2.2008 -2.0302 0.026
H -1.2068 -0.5007 -1.6770 -0.035
H -2.4271 -1.6316 -1.2682 0.005
H -0.9577 0.0647 1.3583 -0.134
H -2.0281 -0.0805 2.1977 0.023
O -1.5109 0.6911 1.8914 -0.174
H -0.4410 2.4393 2.7481 -0.023
H 0.0724 3.2119 1.5389 0.027
O 0.2725 3.0028 2.4867 -0.093
H 2.0027 -1.4572 -2.0883 -0.027
H 1.3864 -2.6889 -1.5835 -0.020
O 2.1020 -2.3900 -2.1598 -0.083
H -0.6337 1.7095 0.0585 -0.029
H 0.3619 1.8532 -1.0267 0.032
O -0.3911 2.3894 -0.5711 -0.124
H 1.1112 -0.1728 -0.5175 -0.009
H 2.3350 0.5480 -0.4490 0.050
O 1.5688 0.6274 -1.0274 -0.146
```

Output
- Kohn-Sham gap (eV) = 7.82
- HOMO (eV) = -4.26
- ΔE to the lowest compared entry with this formula, charge and spin (eV) = 0.805
- net charge = -1
- LUMO level (eV) = 3.6



3.
Computed, not measured: a molecular structure, C13H30NO7P2STl in a non-equilibrium geometry, with ωB97M-V/def2-TZVPD.

The geometry in XYZ format:
```
55
Properties=species:S:1:pos:R:3:lowdin_charge:R:1
Tl -1.3427 2.2861 2.8730 0.785
C -1.2356 2.3975 -1.4554 -0.057
C -2.0150 1.1067 -1.3463 -0.408
C -2.6286 0.6928 -2.6766 -0.025
O -1.1150 0.0327 -0.9533 -0.194
P -1.1302 -0.6259 0.4769 0.469
O -1.9384 0.0726 1.4911 -0.398
C 0.6270 -0.9279 0.8449 -0.178
P 1.4768 0.6949 0.7150 0.477
O 0.7971 1.7712 1.4419 -0.404
O 3.0069 0.4385 1.1254 -0.174
C 3.5432 0.1787 2.4226 -0.436
C 2.6822 0.7443 3.5378 -0.053
C 3.7736 -1.3193 2.5989 -0.040
O 1.6586 1.0584 -0.7974 -0.164
C 2.4482 0.2933 -1.7233 -0.441
C 1.5732 -0.0728 -2.9145 -0.029
C 3.6656 1.1169 -2.1241 -0.031
O -1.5984 -2.1420 0.2456 -0.186
C -3.0079 -2.4177 0.2001 -0.460
C -3.2572 -3.4207 -0.9178 -0.037
C -3.4414 -2.9335 1.5627 -0.037
H -1.9316 3.2007 -1.6863 0.047
H -0.4748 2.3213 -2.2266 0.080
H -0.7605 2.6192 -0.5031 0.045
H -2.7866 1.2091 -0.5760 0.135
H -1.8449 0.6213 -3.4285 0.080
H -3.3508 1.4412 -2.9896 0.091
H -3.1252 -0.2733 -2.5983 0.071
H 1.0272 -1.6645 0.1540 0.086
H 0.6941 -1.3106 1.8599 0.076
H 4.5173 0.6873 2.4170 0.148
H 1.7175 0.2432 3.5608 0.072
H 2.5056 1.8024 3.3725 0.083
H 3.1852 0.6051 4.4903 0.092
H 2.8305 -1.8409 2.7348 0.071
H 4.3946 -1.4877 3.4735 0.085
H 4.2777 -1.7313 1.7290 0.083
H 2.7941 -0.6203 -1.2263 0.131
H 1.3295 0.8200 -3.4832 0.086
H 0.6483 -0.5252 -2.5672 0.067
H 2.1010 -0.7726 -3.5568 0.086
H 3.3577 2.0582 -2.5706 0.090
H 4.2596 0.5585 -2.8424 0.085
H 4.2718 1.3329 -1.2482 0.077
H -3.5387 -1.4838 -0.0166 0.135
H -2.7301 -4.3482 -0.7141 0.084
H -2.8987 -3.0273 -1.8647 0.076
H -4.3203 -3.6248 -0.9991 0.085
H -2.8699 -3.8213 1.8160 0.086
H -4.4996 -3.1729 1.5546 0.085
H -3.2540 -2.1742 2.3164 0.074
O -3.3122 4.5131 -0.8027 -0.610
S -2.6454 4.9416 0.4591 0.652
N -2.1095 3.8780 1.3379 -0.612
```

Output
- Kohn-Sham gap (eV) = 8.42
- HOMO (eV) = -8.04
- net charge = 0
- LUMO level (eV) = 0.4



4.
Computed, not measured: a molecular structure, ClNi in a non-equilibrium geometry, with ωB97M-V/def2-TZVPD.

The geometry in XYZ format:
```
2
Properties=species:S:1:pos:R:3:lowdin_charge:R:1
Ni 0.1810 0.7993 -0.3810 0.604
Cl -0.1810 -0.7993 0.3810 0.396
```

Output
- Kohn-Sham gap (spin up / spin down) (eV) = 11.07 / 9.30
- HOMO (spin up / spin down) (eV) = -18.46 / -18.22
- ΔE to the lowest compared entry with this formula, charge and spin (eV) = 0.560
- net charge = +1
- multiplicity = 3
- LUMO level (spin up / spin down) (eV) = -7.4 / -8.9



5.
Computed, not measured: a molecular structure, C2H4F2S in a non-equilibrium geometry, with ωB97M-V/def2-TZVPD.

The geometry in XYZ format:
```
9
Properties=species:S:1:pos:R:3:lowdin_charge:R:1
C -1.1721 -0.1162 0.0574 -0.052
C 0.3607 0.0454 -0.2032 -0.785
F 0.7671 1.3920 0.8865 -0.287
F 0.5228 0.7787 -1.2723 0.047
S 1.5002 -1.1830 0.2135 0.881
H -1.2341 -0.5371 1.1090 0.099
H -1.5449 0.9013 0.1888 0.078
H -1.8927 -0.5306 -0.6829 0.097
H 2.6930 -0.7504 -0.2968 -0.078
```

Output
- Kohn-Sham gap (eV) = 11.00
- HOMO (eV) = -10.46
- ΔE to the lowest compared entry with this formula, charge and spin (eV) = 1.727
- net charge = 0
- LUMO level (eV) = 0.5



6.
Computed, not measured: a single C2H4N2S4 molecule in a non-equilibrium geometry, with ωB97M-V/def2-TZVPD.

The geometry in XYZ format:
```
12
Properties=species:S:1:pos:R:3:lowdin_charge:R:1
S 3.8747 0.4705 0.4623 0.615
C 2.3149 -0.0682 0.3961 -0.753
N 1.7249 -0.1737 -0.9265 -0.471
S 0.3044 -1.0100 -0.8217 0.874
C -0.9747 0.1805 -0.3911 -1.204
S -0.6950 1.8271 -0.7063 0.571
N -2.0826 -0.5486 -0.1713 -0.502
S -3.6575 0.1395 0.4297 0.684
H 1.8355 -0.6331 1.1583 0.026
H 2.1271 0.5991 -1.5203 0.106
H -1.7666 -1.4268 0.4782 0.133
H -3.0052 0.6438 1.6127 -0.079
```

Output
- Kohn-Sham gap (eV) = 8.53
- HOMO (eV) = -8.94
- ΔE to the lowest compared entry with this formula, charge and spin (eV) = 1.814
- net charge = 0
- LUMO level (eV) = -0.4



7.
Computed, not measured: 2 unconnected molecules or ions with the total composition C4H5ClOS in a non-equilibrium geometry, with ωB97M-V/def2-TZVPD.

The geometry in XYZ format:
```
12
Properties=species:S:1:pos:R:3:lowdin_charge:R:1
C -1.2959 0.6949 1.0724 0.047
C -0.2583 0.1857 0.3765 -0.303
C 0.0445 -0.2609 -0.9203 -0.464
C 0.0533 0.7108 1.7706 -0.093
O 0.5307 0.2950 -3.3990 -0.529
S 0.9918 0.6259 -2.0370 0.984
Cl 1.4653 -2.7579 -0.6478 0.297
H -2.3343 0.7133 1.1688 0.083
H -0.9476 -0.4760 -1.4177 0.127
H 1.1120 -1.4936 -0.6391 -0.312
H 0.3691 1.6712 1.9023 0.030
H 0.2696 0.0917 2.7703 0.134
```

Output
- Kohn-Sham gap (spin up / spin down) (eV) = 7.05 / 7.22
- HOMO (spin up / spin down) (eV) = -8.99 / -8.95
- ΔE to the lowest compared entry with this formula, charge and spin (eV) = 4.937
- net charge = 0
- LUMO level (spin up / spin down) (eV) = -1.9 / -1.7



8.
Computed, not measured: a single C28H36N4O4 molecule, with ωB97M-V/def2-TZVPD.

The geometry in XYZ format:
```
72
Properties=species:S:1:pos:R:3:lowdin_charge:R:1
C 0.4961 5.9152 0.8999 -0.116
C 0.5088 4.4267 1.2255 -0.271
C -0.8918 3.8210 1.1700 -0.227
C -0.8790 2.3291 1.4938 -0.214
C -2.2709 1.7007 1.4656 -0.177
C -2.8968 1.7297 0.0574 -0.108
C -3.7552 0.5281 -0.1733 -0.260
N -5.0297 0.6260 -0.1043 0.170
C -5.7953 -0.4958 -0.2877 -0.211
C -7.1866 -0.3937 -0.1807 -0.015
C -7.9746 -1.5070 -0.3615 -0.075
C -7.4029 -2.7451 -0.6534 -0.079
C -6.0366 -2.8646 -0.7642 -0.009
C -5.2219 -1.7454 -0.5829 -0.067
C -3.7748 -1.8608 -0.7013 -0.345
O -3.1476 -2.8556 -0.9921 0.105
N -3.1071 -0.6499 -0.4585 0.079
N -1.7232 -0.6857 -0.4788 0.138
C -1.0422 -1.3223 0.4968 -0.373
O -1.6020 -1.7187 1.5244 0.063
C 0.4086 -1.4547 0.2871 0.033
C 1.1466 -2.1404 1.2552 -0.189
O 0.6002 -2.6412 2.3474 0.119
C 2.5377 -2.3075 1.0565 -0.095
C 3.1360 -1.7744 -0.0523 -0.132
N 2.4282 -1.0783 -0.9762 0.058
C 3.0709 -0.4241 -2.1035 -0.118
C 3.8266 0.8503 -1.6976 -0.401
C 2.8854 1.8388 -1.0144 -0.069
C 4.4526 1.4729 -2.9427 -0.069
C 1.0462 -0.9053 -0.8707 -0.346
O 0.4599 -0.2856 -1.7672 0.012
C 4.6007 -2.0542 -0.1835 -0.112
C 4.8353 -3.5655 -0.0241 -0.164
C 4.2170 -4.1271 1.2669 -0.170
C 3.3928 -3.0731 2.0175 -0.128
H 0.1016 6.0832 -0.0998 0.070
H 1.5016 6.3272 0.9459 0.066
H -0.1284 6.4550 1.6083 0.070
H 0.9281 4.2771 2.2233 0.110
H 1.1535 3.9050 0.5144 0.092
H -1.5377 4.3381 1.8831 0.119
H -1.3065 3.9775 0.1727 0.111
H -0.2348 1.8083 0.7800 0.103
H -0.4500 2.1845 2.4883 0.117
H -2.9280 2.2245 2.1609 0.118
H -2.1948 0.6701 1.8146 0.095
H -3.5203 2.6137 -0.0637 0.121
H -2.1018 1.7475 -0.6907 0.116
H -7.6129 0.5704 0.0470 0.110
H -9.0484 -1.4238 -0.2765 0.103
H -8.0357 -3.6089 -0.7919 0.101
H -5.5651 -3.8097 -0.9882 0.119
H -1.2020 -0.4567 -1.3357 0.133
H -0.3830 -2.4327 2.3053 0.095
H 3.7359 -1.1262 -2.6106 0.128
H 2.2666 -0.1528 -2.7922 0.129
H 4.6249 0.5897 -0.9942 0.127
H 3.4107 2.7639 -0.7881 0.080
H 2.0418 2.0653 -1.6621 0.086
H 2.5016 1.4284 -0.0821 0.076
H 3.6793 1.7549 -3.6530 0.085
H 5.1286 0.7730 -3.4293 0.077
H 5.0160 2.3636 -2.6769 0.079
H 5.0142 -1.7280 -1.1341 0.105
H 5.1312 -1.5279 0.6149 0.134
H 5.9094 -3.7526 -0.0450 0.109
H 4.3993 -4.0672 -0.8894 0.115
H 3.5658 -4.9662 1.0216 0.114
H 4.9963 -4.5012 1.9312 0.108
H 4.0685 -2.3824 2.5307 0.124
H 2.7631 -3.5474 2.7683 0.117
```

Output
- Kohn-Sham gap (eV) = 8.79
- HOMO (eV) = -8.43
- ΔE to the lowest compared entry with this formula, charge and spin (eV) = 0.157
- net charge = 0
- LUMO level (eV) = 0.4



One value per record, in order, for calculated total energy: -466.0326, -820.3408, -2348.3574, -1968.0998, -676.4619, -1780.7759, -1088.8373, -1608.6511 Ha.